Record 1
This record from the OMol25 dataset describes C56H73ClN4OP2Re as an isolated structure. The level of theory is wB97M-V/def2-TZVPD.

XYZ file:
```
138
Properties=species:S:1:pos:R:3:mulliken_charge:R:1
Re 0.746 -0.190 0.306 0.09
C 4.366 3.697 0.068 -0.97
C 4.460 2.875 1.351 0.39
C 5.903 2.755 1.855 -1.38
P 3.540 1.299 1.284 1.92
C 3.497 0.633 2.999 1.45
C 4.699 -0.276 3.275 -1.32
C 3.391 1.718 4.077 -1.62
C 4.209 0.067 0.180 -0.43
C 5.329 0.324 -0.614 -0.01
C 5.843 -0.630 -1.475 0.03
C 7.019 -0.334 -2.360 -1.66
C 5.204 -1.871 -1.515 -1.05
C 4.079 -2.131 -0.760 0.06
C 3.546 -1.164 0.095 -1.02
N 2.321 -1.397 0.785 1.24
C 2.183 -2.684 1.382 0.63
C 3.282 -3.399 1.865 -0.03
C 3.125 -4.659 2.410 -1.23
C 1.877 -5.277 2.497 0.16
C 1.724 -6.649 3.090 -1.66
C 0.786 -4.562 2.031 -0.38
C 0.922 -3.278 1.500 0.10
P -0.472 -2.289 0.955 -0.30
C -1.584 -2.047 2.402 1.48
C -2.379 -3.282 2.820 -1.56
C -0.744 -1.527 3.573 -1.68
C -1.340 -3.226 -0.356 0.60
C -0.434 -3.259 -1.589 -1.56
C -2.709 -2.605 -0.658 -1.06
H 4.866 4.652 0.230 0.62
H 3.330 3.904 -0.193 -0.04
H 4.840 3.207 -0.781 0.19
H 3.884 3.407 2.119 0.69
H 6.545 2.218 1.160 0.18
H 5.974 2.268 2.824 0.30
H 6.308 3.761 1.965 0.53
H 2.601 0.007 3.015 -0.36
H 5.639 0.273 3.261 0.26
H 4.773 -1.088 2.559 0.13
H 4.585 -0.709 4.269 0.49
H 4.337 2.243 4.204 0.37
H 3.159 1.239 5.028 0.50
H 2.613 2.455 3.881 0.34
H 5.810 1.291 -0.571 0.25
H 7.593 0.515 -1.991 0.41
H 6.680 -0.093 -3.371 0.25
H 7.685 -1.193 -2.432 0.42
H 5.585 -2.642 -2.174 0.47
H 3.587 -3.092 -0.841 0.54
H 4.277 -2.984 1.790 0.44
H 4.001 -5.186 2.769 0.45
H 2.577 -7.281 2.847 0.42
H 0.822 -7.140 2.727 0.39
H 1.657 -6.594 4.178 0.31
H -0.194 -5.023 2.069 0.34
H -2.286 -1.265 2.086 -0.32
H -1.721 -4.068 3.190 0.42
H -2.987 -3.688 2.012 0.36
H -3.046 -3.009 3.639 0.42
H -0.201 -2.346 4.045 0.29
H -1.391 -1.064 4.319 0.53
H -0.001 -0.790 3.257 0.23
H -1.466 -4.246 0.020 0.88
H -0.348 -2.260 -2.029 0.11
H -0.858 -3.917 -2.348 0.63
H 0.569 -3.619 -1.350 0.25
H -2.696 -1.520 -0.542 -0.15
H -3.489 -2.990 -0.003 0.22
H -3.000 -2.817 -1.688 0.61
C -4.619 1.756 -5.519 -1.85
C -5.391 1.226 -4.303 1.80
C -6.356 2.320 -3.831 -1.72
C -6.235 0.026 -4.755 -1.60
C -4.401 0.785 -3.178 1.92
O -3.470 -0.188 -3.686 -0.76
C -5.046 0.145 -1.934 -0.57
C -5.833 1.018 -0.937 -1.24
C -5.561 0.616 0.496 -0.14
C -5.287 1.575 1.465 -0.25
C -4.963 1.215 2.765 -0.92
C -4.923 -0.128 3.102 0.44
Cl -4.482 -0.597 4.719 -0.18
C -5.238 -1.104 2.171 -0.88
C -5.550 -0.724 0.875 0.03
C -3.476 1.946 -2.795 -2.33
N -2.605 1.603 -1.674 1.25
C -1.584 0.762 -1.630 -0.39
N -1.144 0.681 -0.372 0.28
C -1.970 1.526 0.318 -0.95
N -2.864 2.092 -0.443 -0.79
H -5.320 1.951 -6.331 0.51
H -3.881 1.038 -5.877 0.31
H -4.112 2.699 -5.310 0.34
H -7.002 2.599 -4.665 0.52
H -5.841 3.230 -3.516 0.30
H -7.002 1.987 -3.022 0.29
H -6.862 0.330 -5.593 0.46
H -6.899 -0.332 -3.968 0.35
H -5.635 -0.814 -5.115 0.41
H -3.969 -0.921 -4.065 0.55
H -4.213 -0.310 -1.394 -0.86
H -5.657 -0.694 -2.271 1.04
H -6.904 0.952 -1.137 0.52
H -5.571 2.072 -1.045 0.50
H -5.304 2.624 1.196 0.38
H -4.750 1.967 3.513 0.50
H -5.254 -2.145 2.463 0.53
H -5.797 -1.493 0.151 0.50
H -4.024 2.828 -2.478 0.27
H -2.848 2.199 -3.645 0.53
H -1.202 0.237 -2.490 0.51
H -1.900 1.705 1.379 0.59
C 3.723 0.852 -4.383 -0.81
C 3.651 2.126 -3.836 -1.07
C 2.964 2.340 -2.652 -0.23
C 2.357 1.280 -1.977 -0.14
C 2.397 0.019 -2.562 0.70
C 3.081 -0.201 -3.749 -0.91
C 1.533 1.545 -0.749 -1.42
C 1.878 1.624 0.659 -0.01
C 0.992 2.507 1.507 0.26
C 0.603 3.771 1.064 -0.50
C -0.287 4.537 1.803 -0.89
C -0.808 4.052 2.996 -0.91
C -0.425 2.800 3.454 -1.19
C 0.469 2.038 2.714 0.58
H 4.254 0.687 -5.311 0.48
H 4.117 2.961 -4.344 0.50
H 2.884 3.345 -2.260 0.60
H 1.888 -0.819 -2.089 0.05
H 3.105 -1.193 -4.180 0.51
H 0.709 2.216 -0.983 1.56
H 0.991 4.159 0.130 0.41
H -0.575 5.516 1.445 0.50
H -1.503 4.652 3.567 0.48
H -0.821 2.413 4.385 0.54
H 0.765 1.066 3.088 0.07
```

- M (g mol⁻¹) = 1101.84
- HOMO (alpha / beta) (eV) = -12.078 / -12.515
- 2S+1 = 4
- energy above the lowest of the compared OMol25 structures with the same formula, charge and spin (kcal/mol) = 0.0
- orbital gap (alpha / beta) (eV) = 7.1 / 6.7
- net charge = +2
- lowest unoccupied orbital energy (alpha / beta) (eV) = -5.00 / -5.84



Record 2
This record from the OMol25 dataset describes C20H24N6O6PdS as an isolated structure. The level of theory is wB97M-V/def2-TZVPD.

XYZ file:
```
58
Properties=species:S:1:pos:R:3:mulliken_charge:R:1
Pd -0.811 0.140 0.747 0.33
O -1.043 6.957 1.563 -0.70
C -0.756 6.175 2.485 0.41
O -0.487 6.327 3.692 -0.72
C -0.738 4.671 2.039 0.31
C -0.433 3.681 2.969 -0.94
C -0.461 2.361 2.584 -0.26
N -0.788 2.024 1.329 0.27
C -1.067 2.959 0.405 0.52
C -1.042 4.296 0.733 -0.61
C -1.421 2.458 -0.969 0.17
O -1.640 3.229 -1.869 -0.66
O -1.459 1.147 -1.057 -0.50
H -0.187 3.973 3.982 0.49
H -0.229 1.551 3.261 0.49
H -1.266 5.036 -0.024 0.62
S -3.293 -1.529 4.426 -0.15
C -4.347 -0.820 3.280 -0.21
C -3.635 -0.291 2.260 -0.96
N -2.272 -0.441 2.385 0.35
C -1.953 -1.079 3.475 -0.34
H -5.417 -0.827 3.421 0.43
H -4.040 0.217 1.398 0.44
H -0.940 -1.326 3.764 0.41
O 1.571 0.255 0.886 -0.43
C 2.225 -0.239 -0.036 0.61
C 3.700 -0.513 0.116 -0.98
C 4.585 0.387 -0.779 -0.65
C 3.975 0.765 -2.131 -0.73
C 3.526 -0.431 -2.969 -0.64
C 2.394 -1.246 -2.298 -0.88
N 1.692 -0.529 -1.241 0.28
H 3.870 -1.567 -0.120 0.36
H 3.954 -0.364 1.161 0.41
H 5.536 -0.126 -0.940 0.33
H 4.801 1.310 -0.239 0.33
H 4.712 1.334 -2.699 0.40
H 3.120 1.425 -1.970 0.26
H 4.373 -1.098 -3.151 0.31
H 3.191 -0.063 -3.940 0.35
H 2.803 -2.164 -1.878 0.42
H 1.652 -1.540 -3.038 0.43
H 0.740 -0.226 -1.383 0.09
C -2.260 -4.108 -2.511 -1.04
N -1.494 -3.366 -1.530 0.02
C -0.601 -4.009 -0.582 -0.41
C -0.322 -2.886 0.410 0.03
O 0.384 -2.956 1.383 -0.61
N -1.025 -1.775 -0.018 0.51
C -1.691 -2.092 -1.151 0.25
N -2.440 -1.234 -1.820 -0.25
H -1.625 -4.872 -2.951 0.34
H -2.601 -3.454 -3.311 0.35
H -3.128 -4.593 -2.059 0.32
H 0.328 -4.321 -1.061 0.30
H -1.053 -4.871 -0.090 0.36
H -2.308 -0.215 -1.648 0.19
H -2.861 -1.506 -2.690 0.19
```

- M (g mol⁻¹) = 582.94
- HOMO (eV) = -7.310
- 2S+1 = 1
- energy above the lowest of the compared OMol25 structures with the same formula, charge and spin (kcal/mol) = 2.8
- orbital gap (eV) = 6.5
- net charge = 0
- lowest unoccupied orbital energy (eV) = -0.79



Record 3
This record from the OMol25 dataset describes C24H53N4OPtSbSi2 as an isolated structure. The level of theory is wB97M-V/def2-TZVPD.

XYZ file:
```
86
Properties=species:S:1:pos:R:3:mulliken_charge:R:1
Pt 0.496 0.156 -1.836 0.12
C 1.367 -1.716 -2.948 -1.31
Si 2.723 -1.499 -1.589 -0.11
C 4.287 -2.186 -2.332 -1.12
C 2.274 -2.523 -0.086 -1.16
C 2.525 0.303 -1.275 -0.46
Si 3.451 1.574 -2.304 0.20
C 2.950 1.427 -4.109 -0.97
C 3.048 3.311 -1.682 -1.01
C 5.295 1.317 -2.139 -1.13
H 0.948 -2.720 -2.893 0.60
H 1.902 -1.583 -3.891 0.63
H 0.427 -1.113 -3.190 0.27
H 4.186 -3.259 -2.516 0.40
H 5.125 -2.048 -1.644 0.36
H 4.549 -1.703 -3.275 0.35
H 2.073 -3.565 -0.349 0.38
H 1.414 -2.114 0.452 0.28
H 3.113 -2.533 0.614 0.38
H 2.601 0.551 -0.210 0.74
H 1.885 1.639 -4.248 0.22
H 3.147 0.429 -4.510 0.29
H 3.512 2.130 -4.727 0.43
H 2.591 3.297 -0.688 0.18
H 2.384 3.854 -2.359 0.31
H 3.963 3.900 -1.604 0.47
H 5.625 0.370 -2.570 0.32
H 5.607 1.334 -1.092 0.33
H 5.830 2.119 -2.653 0.38
N -0.255 -1.168 7.725 -0.17
C 1.143 -1.227 7.162 -0.55
C 1.063 -1.526 5.667 -0.77
N 0.212 -0.609 4.939 -0.11
C -1.122 -0.518 5.508 -0.68
C -1.119 -0.170 6.992 -0.59
H -0.220 -0.937 8.719 0.34
H -0.684 -2.093 7.657 0.38
H 1.693 -1.986 7.715 0.39
H 1.586 -0.249 7.348 0.36
H 0.695 -2.547 5.520 0.37
H 2.075 -1.496 5.265 0.39
H 0.614 0.319 4.859 0.23
H -1.646 -1.467 5.355 0.35
H -1.685 0.251 4.982 0.32
H -2.113 -0.206 7.434 0.38
H -0.673 0.809 7.163 0.36
N -0.161 2.320 4.015 -0.54
C -0.182 2.518 2.885 -0.23
C -0.197 2.732 1.463 0.33
C -0.503 3.969 0.904 -0.53
C -0.502 4.075 -0.473 -1.24
C -0.204 2.960 -1.234 -0.29
N 0.094 1.772 -0.687 1.01
C 0.101 1.653 0.642 -0.27
H -0.730 4.819 1.532 0.58
H -0.724 5.013 -0.961 0.59
H -0.193 2.995 -2.315 0.61
H 0.349 0.685 1.053 0.63
C -1.733 -4.066 -0.515 -0.93
O -1.093 -2.801 -0.691 -0.03
H -1.378 -4.576 0.382 0.31
H -1.584 -4.716 -1.380 0.34
H -2.799 -3.876 -0.402 0.28
H -0.142 -2.935 -0.632 -0.02
C -3.100 -0.426 0.410 -1.09
C -3.216 0.584 -0.728 -0.77
Sb -2.093 0.025 -2.462 -0.02
C -2.710 1.513 -3.882 -0.73
C -3.946 2.314 -3.483 -1.08
C -3.128 -1.693 -3.182 -0.43
C -4.622 -1.454 -3.370 -1.05
H -3.648 -0.083 1.289 0.44
H -2.060 -0.605 0.694 0.17
H -3.513 -1.393 0.122 0.24
H -2.852 1.568 -0.420 0.38
H -4.255 0.717 -1.031 0.61
H -2.873 0.978 -4.820 0.56
H -1.855 2.170 -4.051 0.42
H -4.817 1.674 -3.341 0.26
H -4.196 3.040 -4.257 0.41
H -3.791 2.866 -2.554 0.25
H -2.925 -2.498 -2.480 -0.02
H -2.646 -1.962 -4.124 0.57
H -5.111 -1.184 -2.433 0.26
H -5.105 -2.358 -3.742 0.43
H -4.819 -0.662 -4.093 0.23
```

- M (g mol⁻¹) = 786.73
- HOMO (eV) = -12.659
- 2S+1 = 1
- energy above the lowest of the compared OMol25 structures with the same formula, charge and spin (kcal/mol) = 0.0
- orbital gap (eV) = 7.4
- net charge = +2
- lowest unoccupied orbital energy (eV) = -5.29



no.,DFT total energy (eV)
1,-100484.721
2,-56671.645
3,-59282.799